No. 1
11
Properties=species:S:1:pos:R:3:forces:R:3:mulliken_charge:R:1 method="wB97M-V/def2-TZVPD" total_charge=0 de_lowest_ev=0.816 gap_ev=10.3 homo_ev=-9.46
N -2.090 -0.137 0.163 -0.1 0.0 -0.1 -0.411
C -0.872 -0.630 -0.248 -0.1 -0.2 -0.1 0.559
O -0.711 -1.689 -0.825 -0.3 0.1 0.1 -0.618
N 0.168 0.184 0.096 -0.3 -0.3 -0.1 -0.236
C 1.519 -0.072 -0.114 -0.2 0.2 0.2 -0.002
N 2.201 0.855 0.356 -1.3 0.8 0.5 -0.563
H -2.885 -0.589 -0.253 -0.1 0.0 0.0 0.258
H -2.185 0.848 0.370 0.0 -0.3 -0.1 0.211
H 0.047 1.043 0.614 -0.2 -0.1 -0.1 0.257
H 1.716 -1.025 -0.630 0.3 0.4 0.1 0.353
H 3.092 1.213 0.471 2.2 -0.7 -0.5 0.193

No. 2
11
Properties=species:S:1:pos:R:3:forces:R:3:mulliken_charge:R:1 method="wB97M-V/def2-TZVPD" total_charge=0 de_lowest_ev=4.027 gap_ev=10.3 homo_ev=-9.19
N 2.428 -0.291 0.019 -0.1 -0.2 -0.2 -0.095
C 1.243 -0.594 -0.501 0.3 0.4 0.4 -0.477
O 0.364 0.292 0.027 0.2 -0.2 -0.1 -0.242
N -1.883 -0.452 0.570 0.1 -0.2 0.2 -0.508
C -0.952 0.069 -0.375 -0.2 -0.1 -0.2 0.359
N -1.872 0.986 0.188 -0.1 0.3 -0.2 -0.442
H 2.569 0.479 0.668 -0.1 -0.1 -0.1 0.209
H 3.230 -0.837 -0.248 -0.2 0.1 0.0 0.265
H -1.427 -0.468 1.482 -0.1 0.0 -0.1 0.250
H -1.028 -0.292 -1.397 0.0 0.1 0.1 0.424
H -2.672 1.108 -0.432 0.1 0.0 0.1 0.258

No. 3
12
Properties=species:S:1:pos:R:3:forces:R:3:mulliken_charge:R:1 method="wB97M-V/def2-TZVPD" total_charge=0 de_lowest_ev=3.745 gap_ev=10.7 homo_ev=-9.89
C -0.509 0.566 0.751 2.4 -2.4 -1.6 0.610
C 0.478 0.395 -1.524 1.8 -1.5 -1.0 0.166
H 0.414 -1.859 -0.252 0.6 1.7 2.2 0.294
H 1.879 -1.179 0.442 -1.8 0.1 0.6 0.272
H -0.455 -0.947 1.998 -1.6 -1.4 1.9 0.263
H -2.004 0.478 1.825 0.7 1.9 -2.1 0.240
H 1.359 0.840 -2.057 -0.9 0.6 0.5 0.334
N 0.867 -1.391 0.612 0.6 -1.3 -0.6 -0.612
N 0.138 -0.454 1.432 2.6 -0.1 -2.9 -0.201
N -1.606 1.064 0.971 -2.6 -0.3 2.3 -0.582
O 0.369 0.915 -0.300 -1.0 1.8 0.0 -0.303
O 0.030 -0.618 -2.003 -0.9 1.0 0.8 -0.482

No. 4
12
Properties=species:S:1:pos:R:3:forces:R:3:mulliken_charge:R:1 method="wB97M-V/def2-TZVPD" total_charge=0 de_lowest_ev=5.016 gap_ev=10.2 homo_ev=-9.95
N -0.052 -0.747 1.105 0.4 -0.3 -0.7 -0.469
C -1.128 0.659 -0.630 -1.4 -1.2 4.8 0.245
O -0.079 0.505 0.433 -1.1 0.6 -1.9 -0.271
N -1.858 -0.338 -0.819 0.9 -0.5 0.1 -0.602
H -0.575 -1.396 0.509 -0.1 0.2 0.6 0.270
H -0.442 -0.627 2.037 -0.5 0.2 -0.4 0.217
H -2.839 -0.214 -1.029 0.2 0.4 -1.0 0.250
H -1.557 1.651 -0.478 1.0 0.5 -1.0 0.321
N 2.528 -0.393 0.097 0.1 0.4 1.1 -0.552
C 2.068 0.534 -0.535 1.0 -0.2 -4.5 0.681
O 1.929 1.165 -1.552 -0.3 -0.2 2.9 -0.498
H 2.006 -0.800 0.862 -0.1 0.0 0.1 0.409

No. 5
13
Properties=species:S:1:pos:R:3:forces:R:3:mulliken_charge:R:1 method="wB97M-V/def2-TZVPD" total_charge=0 de_lowest_ev=4.454 gap_ev=8.8 homo_ev=-8.15
N -1.093 0.347 0.952 -0.8 -1.0 -2.1 0.129
C -0.922 0.188 -0.473 -3.3 1.0 0.4 0.576
N 2.286 0.214 0.841 -0.5 -0.2 -0.2 -0.413
C 0.986 -0.162 0.730 0.4 -0.2 3.4 0.085
O -1.684 -0.879 -0.892 0.5 0.4 0.1 -0.202
O -2.002 -0.766 -2.281 0.2 0.1 0.0 -0.328
N 0.084 0.297 1.601 3.2 0.5 -0.9 -0.761
O -0.569 1.062 -1.242 0.6 -0.9 0.3 -0.636
H -1.507 0.053 -2.527 -0.1 -0.2 0.1 0.383
H -1.895 -0.036 1.452 0.2 -0.2 -0.5 0.278
H 2.486 1.118 1.232 0.1 -0.1 0.0 0.249
H 2.996 -0.306 0.356 0.0 0.2 0.1 0.226
H 0.834 -1.130 0.249 -0.4 0.5 -0.8 0.414

No. 6
12
Properties=species:S:1:pos:R:3:forces:R:3:mulliken_charge:R:1 method="wB97M-V/def2-TZVPD" total_charge=0 de_lowest_ev=2.517 gap_ev=9.8 homo_ev=-9.36
C -1.310 -0.100 0.907 -0.9 0.6 0.6 0.514
C 1.201 -0.001 -0.367 -0.4 -2.6 -0.3 0.558
N -1.930 0.382 -0.145 -0.7 1.0 -0.8 -0.478
N 0.402 -1.013 -0.458 1.5 2.2 -2.9 -0.733
N -0.819 -0.250 1.934 -0.1 -0.6 1.0 -0.543
O 1.454 0.914 -1.319 -0.3 0.2 -0.4 -0.506
S 2.104 0.233 1.100 3.3 1.4 -1.1 -0.189
H -1.369 1.005 -0.698 0.2 0.1 -0.1 0.264
H -2.528 -0.172 -0.715 -0.2 -0.7 0.0 0.249
H 0.533 -1.644 0.287 0.1 -0.6 1.1 0.315
H 1.031 0.014 1.701 -2.3 -0.7 2.2 0.174
H 1.231 0.631 -2.227 -0.2 -0.3 0.7 0.376

No. 7
12
Properties=species:S:1:pos:R:3:forces:R:3:mulliken_charge:R:1 method="wB97M-V/def2-TZVPD" total_charge=0 de_lowest_ev=3.389 gap_ev=10.0 homo_ev=-9.25
C -1.472 -0.410 -0.189 0.9 -0.3 -0.3 -0.080
C 1.781 0.156 -0.362 0.6 0.0 1.1 0.019
H -1.692 1.051 2.346 -0.8 -0.1 -0.8 0.366
H -2.459 -0.266 -0.548 -0.9 0.2 -0.5 0.415
H 1.104 -1.585 0.420 0.1 -0.4 0.5 0.319
H 2.574 0.145 0.422 -0.7 -0.3 -0.4 0.312
H 0.998 1.161 -1.820 0.5 0.1 1.3 0.258
N -1.101 0.003 0.937 -0.3 0.7 0.3 -0.267
N 1.081 -1.068 -0.429 0.5 0.8 -0.7 -0.318
N 1.667 1.229 -1.004 -0.7 -0.2 -1.8 -0.544
O -2.141 0.778 1.513 1.1 -0.2 1.2 -0.421
S -0.342 -1.195 -1.286 -0.3 -0.2 0.0 -0.058

No. 8
12
Properties=species:S:1:pos:R:3:forces:R:3:mulliken_charge:R:1 method="wB97M-V/def2-TZVPD" total_charge=0 de_lowest_ev=3.630 gap_ev=8.8 homo_ev=-8.67
C 0.288 -0.864 0.828 0.0 -0.4 0.0 -0.189
C -0.626 0.132 0.182 0.0 -0.7 0.2 0.323
H 1.166 -0.582 -1.521 -0.1 0.0 -0.2 0.238
H 2.678 -1.160 -1.164 -0.5 0.3 0.3 0.273
H -0.087 -1.367 1.726 0.1 0.2 -0.4 0.387
H -0.626 2.034 -0.530 0.4 -0.3 0.3 0.225
H 1.785 1.084 -0.170 -0.2 0.4 0.4 0.468
N 1.883 -0.622 -0.805 0.2 -0.5 0.2 -0.486
N 1.399 -1.273 0.360 0.1 0.3 -0.1 -0.349
N -0.072 1.297 -0.087 -0.4 1.0 -0.3 -0.118
O 1.176 1.676 0.367 0.1 -0.4 -0.6 -0.425
S -2.173 -0.303 -0.226 0.3 0.2 0.1 -0.348